Entry 1:
Molecular formula: C21H57O8V
Method: DFT, wB97M-V/def2-TZVPD

```
87
Properties=species:S:1:pos:R:3:forces:R:3
V -4.10063 -13.11237 -15.50300 -1.6 0.4 0.0
O -6.04526 -13.52517 -15.06332 0.0 0.2 0.4
H -6.95106 -13.31027 -15.31520 0.5 -0.7 -0.5
C -1.64731 -14.82137 -13.09233 0.2 -0.3 0.5
C -2.46542 -15.57861 -14.12560 0.1 -0.2 -0.4
C -2.75586 -16.99996 -13.71894 -0.2 -0.3 0.3
O -3.70503 -14.90341 -14.44887 0.6 -0.1 0.2
H -0.58223 -14.89858 -13.31344 0.0 0.2 -0.1
H -1.75800 -15.27830 -12.10321 -0.2 0.1 0.0
H -1.94290 -13.77779 -12.99807 0.1 0.1 -0.2
H -1.89464 -15.67691 -15.05551 -0.2 0.5 -0.1
H -3.31812 -17.04063 -12.78227 0.0 0.0 0.0
H -1.82024 -17.53820 -13.56600 0.0 0.0 0.0
H -3.33416 -17.51249 -14.48665 0.0 0.0 0.0
H -4.40966 -15.21161 -13.82233 -0.3 0.0 -0.2
C -4.99760 -14.93067 -19.55151 -0.6 0.2 -0.1
C -5.27004 -14.76512 -18.06784 0.7 -0.2 0.1
C -5.39826 -16.09450 -17.36468 -0.9 -0.1 -0.1
O -4.14747 -14.02165 -17.46850 0.1 0.2 0.3
H -4.26610 -15.71562 -19.74450 0.1 0.0 0.0
H -4.69288 -14.00452 -20.04356 0.1 0.0 0.2
H -5.93619 -15.20808 -20.03537 0.1 -0.2 0.0
H -6.14827 -14.16084 -17.85342 0.0 0.2 -0.2
H -6.12755 -16.68801 -17.92761 0.2 -0.1 0.0
H -5.84740 -15.97648 -16.37890 0.4 0.0 0.2
H -4.44750 -16.62038 -17.33051 0.0 -0.1 0.1
H -3.37238 -14.10489 -18.03307 -0.1 -0.1 0.0
C -8.48977 -13.57927 -20.00309 0.1 0.3 -0.3
C -9.32896 -12.53981 -19.25882 0.5 -0.2 -0.2
C -8.50367 -11.77857 -18.24221 0.3 0.4 0.0
O -9.81108 -11.57263 -20.18708 -0.2 -0.1 0.2
H -9.10082 -14.04157 -20.78187 0.1 -0.2 0.1
H -8.07103 -14.34185 -19.34625 -0.2 -0.1 0.1
H -7.65181 -13.09360 -20.51415 -0.1 0.1 0.1
H -10.14364 -13.06970 -18.75152 -0.2 0.2 0.0
H -7.85720 -11.05722 -18.75466 0.0 -0.2 -0.2
H -7.86163 -12.45759 -17.67518 -0.1 0.0 0.1
H -9.09685 -11.17157 -17.55892 -0.2 -0.2 0.1
H -10.35448 -12.01688 -20.84536 0.0 0.0 0.0
C -8.87331 -9.54228 -13.66733 0.5 0.5 0.9
C -8.33665 -10.95036 -13.66606 -0.4 -0.4 -1.1
C -9.48201 -11.96014 -13.63149 0.5 -0.5 1.0
O -7.57521 -11.10366 -14.88045 0.0 0.2 -0.2
H -9.51512 -9.32576 -14.51641 0.0 -0.2 -0.1
H -8.05532 -8.81519 -13.65512 0.0 -0.1 -0.2
H -9.42628 -9.37308 -12.73976 -0.2 0.0 -0.1
H -7.65766 -11.14300 -12.82988 -0.1 0.2 0.2
H -9.12434 -12.97664 -13.83431 0.0 0.1 -0.4
H -10.30936 -11.69371 -14.28014 0.0 0.0 -0.1
H -9.82733 -12.04431 -12.59319 -0.3 0.3 -0.2
H -7.10451 -11.94725 -14.84446 0.2 0.3 0.5
C -4.51216 -10.97407 -18.89528 -0.9 -1.1 -0.1
C -4.53288 -10.33216 -17.52209 0.9 1.0 0.0
C -5.29891 -9.01378 -17.46920 -0.1 -0.5 -0.9
O -4.99729 -11.23040 -16.50546 0.3 -0.5 0.1
H -3.71986 -11.71963 -18.98384 0.2 0.3 0.0
H -4.48432 -10.27570 -19.72683 0.3 0.2 0.1
H -5.42606 -11.57320 -19.03505 0.0 0.3 0.1
H -3.49450 -10.10806 -17.24100 -0.1 -0.1 0.1
H -6.32003 -9.18524 -17.83036 -0.1 0.1 0.4
H -4.87361 -8.32935 -18.20617 0.2 0.0 0.2
H -5.26729 -8.54805 -16.49021 -0.2 0.0 0.1
H -5.95845 -11.14692 -16.41927 0.0 0.0 0.1
C -6.16324 -16.78991 -11.28821 -0.3 0.5 0.1
C -6.49541 -15.45401 -11.92279 -0.3 -0.2 -0.7
C -5.90693 -14.25733 -11.21978 0.2 0.3 0.2
O -6.03478 -15.53830 -13.28635 0.5 0.0 0.2
H -6.79604 -17.54018 -11.75525 0.3 -0.3 0.0
H -6.39438 -16.76892 -10.22335 0.0 0.0 0.0
H -5.10064 -16.98723 -11.41520 0.0 -0.3 0.0
H -7.58480 -15.35706 -11.99937 0.0 0.1 0.3
H -6.31765 -13.33513 -11.63658 0.1 0.0 0.0
H -4.81702 -14.24082 -11.32540 0.0 0.0 -0.1
H -6.12158 -14.25009 -10.15013 -0.1 -0.1 0.0
H -6.20255 -14.71625 -13.80121 -0.3 0.1 -0.1
C -3.98307 -11.11833 -11.46859 0.8 0.3 0.3
C -4.64988 -11.20278 -12.82625 1.1 0.3 0.0
C -4.97818 -9.82165 -13.34407 -0.7 0.2 0.1
O -3.67725 -11.82059 -13.74927 -0.1 -0.6 -0.4
H -4.52937 -10.48682 -10.76713 -0.4 -0.3 0.0
H -3.02050 -10.58851 -11.55300 -0.2 0.0 -0.3
H -3.71713 -12.07924 -11.02954 -0.4 -0.1 0.0
H -5.47399 -11.90543 -12.82907 -0.2 0.1 -0.2
H -5.85040 -9.40969 -12.82710 0.1 -0.1 0.1
H -5.24690 -9.82980 -14.39725 0.2 -0.1 0.0
H -4.15020 -9.13993 -13.14205 0.1 0.0 -0.2
H -2.90176 -11.25556 -13.84154 -0.1 0.2 0.2
```
Forces are in eV/Å.

Calculated values
Charge: +1
Frontier orbital gap (alpha / beta) in eV: 7.98 / 9.20
<S²>: 3.75
Spin multiplicity: 4
E_HOMO (alpha / beta) in Eh: -0.403 / -0.452
LUMO (alpha / beta) in eV: -2.9933 / -3.1071

Entry 2:
Molecular formula: C2H3O2S2
Method: DFT, wB97M-V/def2-TZVPD

```
9
Properties=species:S:1:pos:R:3:forces:R:3
C 0.03223 0.30197 3.35862 -0.2 1.2 -1.2
C -0.86533 -1.36431 -0.49936 -2.4 -2.3 -0.6
O -1.06237 -0.01968 3.64209 -2.2 -0.4 0.5
O 1.17367 0.09430 3.50057 3.1 -1.2 1.0
S 0.09618 1.93001 1.92005 -4.2 0.9 0.5
S -0.26349 -2.44979 -1.56928 0.1 1.1 0.7
H 1.26598 1.71333 1.59756 3.5 -0.7 -0.8
H -0.31043 -0.78605 0.23438 0.0 0.3 -0.2
H -2.03656 -1.46896 -0.42110 2.4 1.0 0.2
```
Forces are in eV/Å.

Calculated values
Charge: -1
Frontier orbital gap in eV: 6.31
E_HOMO in Eh: -0.147
LUMO in eV: 2.3124

Entry 3:
Molecular formula: C4H6O2
Method: DFT, wB97M-V/def2-TZVPD

```
12
Properties=species:S:1:pos:R:3:forces:R:3
O 0.98368 0.28189 -1.81086 -0.5 0.4 0.2
C 0.19054 1.15838 -1.57437 0.4 -0.3 -0.1
O -0.67520 1.21732 -0.56316 0.2 -0.3 -0.1
C -0.60448 0.28112 0.51196 -0.1 -0.1 0.2
C 0.65643 -0.35615 1.00051 0.2 0.2 0.1
C -0.42860 -1.20562 0.40317 -0.4 0.0 -0.1
H 0.09606 2.06921 -2.17443 -0.1 0.0 -0.1
H -1.31639 0.63651 1.24946 0.2 -0.1 -0.1
H 1.52914 -0.27770 0.37332 0.1 0.2 0.2
H 0.82347 -0.35302 2.07210 0.0 -0.1 -0.1
H -0.23125 -1.64459 -0.56631 0.0 0.1 0.1
H -1.02340 -1.80734 1.07859 -0.1 0.0 -0.1
```
Forces are in eV/Å.

Calculated values
Charge: 0
Frontier orbital gap in eV: 11.34
SMILES string: O=COC1CC1
E_HOMO in Eh: -0.378
LUMO in eV: 1.0458

Entry 4:
Molecular formula: C5H20ClN10O5
Method: DFT, wB97M-V/def2-TZVPD

```
41
Properties=species:S:1:pos:R:3:forces:R:3
Cl 0.69657 -0.49992 0.14341 -0.1 0.2 0.3
C -3.61625 -0.79465 1.84733 1.7 -2.2 2.3
O -3.17835 -1.36980 2.84446 0.1 0.4 -0.2
N -4.87778 -0.77942 1.51630 -3.9 0.1 -0.4
N -2.92099 -0.22531 0.89123 2.0 1.5 -1.6
H -5.55868 -1.27546 2.07344 0.1 0.4 -0.3
H -5.08551 -0.26618 0.67159 -1.0 -0.6 0.5
H -3.47919 0.25722 0.20154 1.1 0.1 -0.1
H -1.91129 -0.24727 0.88014 0.0 0.2 -0.1
C -1.92696 -2.76026 -2.55090 -0.7 0.7 -1.1
O -2.71583 -2.83070 -3.48394 -0.8 -0.4 -0.5
N -1.88235 -1.69725 -1.77342 -0.8 2.0 1.2
N -1.04132 -3.69035 -2.31682 2.2 -3.4 -0.1
H -2.76150 -1.20093 -1.80321 0.5 0.3 0.2
H -1.22724 -1.55653 -1.01770 0.0 0.0 0.1
H -0.28933 -3.72438 -1.64343 -0.4 0.6 0.0
H -1.04740 -4.43820 -2.99561 0.1 0.2 0.1
C -0.70511 3.28755 2.03687 -1.7 2.0 -0.4
O -1.04356 4.45082 2.16847 0.5 1.1 -0.1
N -0.86069 2.56709 0.96541 -0.9 -1.1 -3.8
N -0.25910 2.52803 2.98898 2.0 -1.6 4.4
H -0.55814 1.60379 0.99006 0.3 0.2 -0.8
H -1.06386 3.03435 0.09335 -0.1 -0.4 0.2
H -0.38961 1.52692 2.96005 0.5 0.3 0.3
H 0.21928 3.00240 3.74146 -0.5 -0.5 0.2
C 3.99530 2.92975 1.81702 1.1 0.3 0.9
O 4.40689 3.70630 2.67617 0.1 0.0 -0.4
N 2.91417 2.16600 2.01654 -0.6 0.0 0.5
N 4.62623 2.67662 0.63903 0.0 0.0 -0.8
H 2.50016 2.37171 2.91453 -0.5 -0.4 -0.5
H 2.50647 1.60128 1.28513 -0.4 -0.1 0.5
H 5.60214 2.91177 0.52764 -0.4 0.0 0.1
H 4.21507 1.91451 0.11919 0.7 0.1 -0.2
C 2.15357 -2.17186 -3.13184 -0.7 0.5 -0.8
O 2.31076 -2.80598 -4.11392 1.0 -3.0 -4.1
N 1.18957 -1.35893 -2.94127 -4.6 2.8 -0.6
N 2.94126 -2.11933 -2.13867 6.0 -1.2 5.2
H 0.48212 -1.41068 -3.66025 -0.3 0.4 0.6
H 1.07987 -1.00630 -2.00121 -0.9 0.5 -0.2
H 3.80367 -2.64332 -2.18055 -0.3 0.0 0.0
H 2.75695 -1.66310 -1.25664 -0.3 0.1 -0.3
```
Forces are in eV/Å.

Calculated values
Charge: -1
Frontier orbital gap in eV: 9.44
E_HOMO in Eh: -0.253
LUMO in eV: 2.5451

Entry 5:
Molecular formula: C49H39Cl2CrN7O2P2SSe2
Method: DFT, wB97M-V/def2-TZVPD

```
105
Properties=species:S:1:pos:R:3:forces:R:3
Cr -0.65836 -1.51005 0.27707 -0.1 0.0 0.8
C -3.26638 -5.39959 1.43117 -0.1 0.0 0.0
N -2.01176 -5.42927 0.69434 0.2 0.2 0.1
C -1.07784 -6.44846 0.71892 -0.3 -0.3 -0.6
C -0.00961 -6.03706 0.01818 -0.8 -0.3 -0.9
N -0.29337 -4.75269 -0.43673 -0.1 -0.2 0.1
C -1.53370 -4.39478 -0.01280 0.0 -0.2 -0.2
S -2.39525 -2.99826 -0.44707 0.1 0.2 0.1
C 0.66296 -3.92675 -1.07471 0.0 0.0 -0.3
C 1.47287 -4.49210 -2.03751 -0.2 0.1 -0.1
C 2.54914 -3.76063 -2.51790 -0.3 0.2 0.0
C 2.79937 -2.52031 -1.96702 -0.2 0.1 -0.2
C 1.89959 -2.00604 -1.05345 0.0 0.1 -0.1
N 0.80704 -2.66673 -0.64047 0.4 -0.3 -0.2
H -3.47404 -6.39708 1.80668 0.0 0.0 0.0
H -4.07316 -5.07456 0.77967 0.0 0.0 0.0
H -3.18365 -4.70479 2.26576 0.0 0.0 0.0
H -1.24717 -7.36634 1.25221 0.0 0.0 0.0
H 0.93786 -6.50952 -0.16597 -0.5 0.1 -0.1
H 1.24916 -5.48773 -2.39325 0.0 0.0 0.0
H 3.18455 -4.16375 -3.29433 0.0 -0.1 0.0
H 3.65913 -1.93166 -2.25057 0.0 0.0 0.0
H 2.06666 -1.03973 -0.60320 -0.1 0.1 -0.1
Se 1.32237 4.24456 0.18372 -0.1 0.0 -0.1
P 0.49189 3.69284 -1.67636 0.3 0.1 0.2
C -0.95269 4.63774 -2.22201 0.1 -0.1 0.0
C -1.01713 5.99388 -1.91524 0.0 0.1 0.0
C -2.07057 6.75852 -2.39139 0.0 0.0 0.0
C -3.05828 6.16664 -3.16902 0.0 0.0 0.0
C -2.99922 4.81315 -3.46779 0.0 0.0 0.0
C -1.94303 4.04432 -2.99989 0.1 0.1 0.0
C 1.70556 3.83024 -3.01516 -0.1 0.0 0.0
C 1.35768 4.34046 -4.26160 0.0 -0.1 0.1
C 2.33313 4.49746 -5.23599 0.0 0.0 0.0
C 3.64656 4.14649 -4.96751 0.0 0.0 0.0
C 3.99337 3.63945 -3.72172 0.0 0.0 0.0
C 3.02698 3.48578 -2.74259 0.0 0.0 -0.1
C -0.02137 1.96151 -1.66238 -0.2 -0.1 0.1
C -0.83178 1.22843 -0.80120 0.2 0.1 -0.1
N -0.61573 -0.08167 -1.12397 -0.1 0.6 -0.1
N 0.25318 -0.12469 -2.12808 -0.1 -0.3 -0.1
N 0.61254 1.07665 -2.46409 0.1 0.1 0.0
P -2.15319 1.60219 0.35948 0.0 0.1 -0.1
Se -2.54413 -0.24650 1.41492 0.0 0.0 -0.1
C -3.55730 2.04108 -0.69733 0.1 0.0 0.1
C -3.70962 1.34541 -1.89702 0.0 0.0 0.0
C -4.76816 1.64033 -2.73803 0.0 0.0 0.0
C -5.67599 2.63192 -2.38927 0.0 0.0 0.0
C -5.54334 3.30362 -1.18399 -0.1 0.0 0.0
C -4.49434 3.00217 -0.32808 0.0 -0.1 0.0
C -1.87195 2.96263 1.50767 -0.1 -0.1 -0.2
C -2.02521 4.28251 1.08278 0.0 -0.1 0.0
C -1.92386 5.31308 1.99908 0.0 0.1 0.0
C -1.65650 5.03669 3.33169 0.0 0.0 0.0
C -1.49210 3.72527 3.75449 0.0 0.0 0.0
C -1.60568 2.68648 2.84496 0.1 0.0 0.0
H -0.23870 6.43729 -1.30476 0.0 0.0 0.0
H -2.12265 7.81345 -2.15714 0.0 0.0 0.0
H -3.87502 6.76574 -3.55073 0.0 0.0 0.0
H -3.77374 4.35247 -4.06670 0.0 0.0 0.0
H -1.87846 2.99284 -3.25121 0.0 0.0 0.0
H 0.33311 4.61896 -4.47059 0.0 0.0 0.0
H 2.06486 4.90710 -6.20092 0.0 0.0 0.0
H 4.40492 4.27731 -5.72848 0.0 0.0 0.0
H 5.02163 3.37980 -3.50682 0.0 0.0 0.0
H 3.28811 3.11689 -1.75935 0.0 0.0 0.0
H -3.00505 0.56732 -2.16667 0.0 0.0 0.0
H -4.88652 1.09421 -3.66475 0.0 0.0 0.0
H -6.49986 2.86593 -3.05092 0.0 0.0 0.0
H -6.26577 4.05747 -0.90075 0.0 0.0 0.0
H -4.41539 3.50593 0.62485 0.0 0.1 0.0
H -2.21585 4.50299 0.04092 0.0 0.0 0.0
H -2.05639 6.33527 1.67036 0.0 0.0 0.0
H -1.57435 5.84677 4.04437 0.0 0.0 0.0
H -1.29510 3.51015 4.79611 0.0 0.0 0.0
H -1.49462 1.66077 3.16795 0.0 0.0 0.0
Cl 1.05570 -5.17041 2.24687 1.2 0.7 1.5
C 2.52368 -4.74717 1.42426 0.1 0.2 0.1
C 3.00059 -5.64696 0.48303 0.3 0.0 0.2
C 4.06600 -5.31841 -0.33438 0.2 -0.1 0.1
C 4.65042 -4.06907 -0.21825 0.2 -0.2 0.3
C 4.19745 -3.19357 0.74769 0.2 -0.1 0.2
Cl 4.94697 -1.62798 0.86729 0.0 -0.1 -0.1
C 3.15630 -3.50542 1.64001 0.0 0.1 0.1
N 2.77268 -2.56087 2.57961 -0.1 -0.2 -0.1
C 2.42167 -2.79444 3.93581 0.1 -0.3 0.2
C 2.97801 -3.82371 4.68747 0.0 0.0 -0.3
C 2.58914 -4.02187 6.00125 0.0 0.0 0.0
C 1.65837 -3.17563 6.58611 0.0 0.0 0.0
C 1.12041 -2.13750 5.84206 0.0 0.0 0.0
C 1.49787 -1.93411 4.52153 -0.2 -0.1 0.0
C 0.90366 -0.82769 3.69771 0.1 -0.2 0.0
C 0.49454 -1.27369 2.32613 0.1 0.1 0.0
O -0.19210 -2.31546 2.11669 -0.4 0.2 -0.1
O 0.74654 -0.52023 1.33046 -0.3 0.0 -0.2
H 2.50902 -6.60659 0.39669 0.5 0.0 0.1
H 4.42793 -6.02452 -1.06839 0.0 0.0 0.0
H 5.47535 -3.77390 -0.85144 0.0 0.0 0.0
H 3.15149 -1.64236 2.40391 0.1 0.0 0.0
H 3.71381 -4.47347 4.23144 0.0 0.0 0.0
H 3.01548 -4.83962 6.56698 0.0 0.0 0.0
H 1.34995 -3.32438 7.61206 0.0 0.0 0.0
H 0.38497 -1.47489 6.28282 0.0 0.0 0.0
H 1.59781 0.00658 3.57564 -0.1 0.1 0.0
H -0.00498 -0.45205 4.17611 0.0 0.1 0.0
```
Forces are in eV/Å.

Calculated values
Charge: +1
Frontier orbital gap (alpha / beta) in eV: 6.88 / 6.74
<S²>: 3.80
Spin multiplicity: 4
E_HOMO (alpha / beta) in Eh: -0.352 / -0.352
LUMO (alpha / beta) in eV: -2.7039 / -2.8454

Q: Number 5 is which compound?
A: C49H39Cl2CrN7O2P2SSe2